Entry from the OMol25 dataset: a cluster of 12 separate species, C2H20F6N3O22S5 in total at a distorted geometry (ωB97M-V/def2-TZVPD).

Each line ends with the Löwdin charge.
CARTESIAN COORDINATES (ANGSTROEM)
N -0.20426 -1.08995 -1.11758  0.36
H 0.30725 -1.50765 -1.88177  0.15
H -0.33426 -0.08856 -1.13774  0.17
H 0.52660 -1.29731 -0.45203  0.15
H -1.03690 -1.59527 -0.85026  0.12
N 0.13335 -6.41753 -3.60511  0.24
H -0.31940 -6.86345 -2.82008  0.07
H 1.09235 -6.20813 -3.36728  0.13
H -0.35483 -5.66170 -4.06392  0.12
H 0.34217 -7.22299 -4.17758  0.09
S 3.46078 -3.30652 -4.89456  0.06
O 4.43647 -2.22921 -4.99763  -0.43
O 3.95521 -4.50987 -4.18800  -0.50
O 2.23008 -2.84793 -4.27411  -0.49
O 3.16169 -3.62054 -6.30495  -0.52
S 0.61428 3.86850 -3.52026  0.04
O 1.36850 3.43280 -2.32997  -0.41
O 0.17959 5.21311 -3.30298  -0.45
O 1.46200 3.82107 -4.69063  -0.42
O -0.51336 2.95367 -3.71050  -0.49
S 4.18640 -0.62581 2.01246  0.07
O 3.50153 0.12468 3.04307  -0.47
O 3.25578 -1.42745 1.23649  -0.47
O 4.82510 0.31853 1.10534  -0.43
O 5.22696 -1.52394 2.63525  -0.52
C -0.98270 8.37316 4.70328  -0.68
F -0.13081 8.68788 3.74565  0.15
F -0.82964 9.05064 5.81337  0.14
F -2.27137 8.47227 4.36263  0.11
S -0.67486 6.46422 5.13585  0.68
O 0.76197 6.44674 5.30623  -0.33
O -1.43526 6.21279 6.37052  -0.35
N -1.02359 5.60543 3.65519  -0.26
S -2.31903 4.87528 4.13675  0.51
O -2.00615 3.83304 5.07547  -0.32
O -3.40493 5.75848 4.53287  -0.36
C -3.05695 3.94205 2.65877  -0.67
F -2.07377 3.35484 1.93639  0.12
F -3.85943 2.95138 2.97932  0.13
F -3.77845 4.64865 1.80135  0.13
O -0.26771 -1.15445 4.05336  -0.07
H 0.51282 -0.62372 3.89425  0.04
H -0.21441 -1.38783 4.98015  0.01
O 0.99802 -5.14548 3.54789  -0.07
H 1.12593 -4.25591 3.21843  0.04
H 0.67347 -5.02646 4.44049  0.01
O 3.64395 -5.27804 0.39058  -0.07
H 3.27897 -5.72827 1.15236  0.00
H 3.50409 -4.34853 0.57138  0.03
O -3.79301 -2.81970 -0.30693  -0.08
H -4.70384 -2.77297 -0.59751  0.02
H -3.81435 -3.39466 0.45805  0.02
O -4.65967 0.94610 -4.18378  -0.07
H -4.66297 -0.00319 -4.30658  0.01
H -3.73550 1.17096 -4.07616  0.04
O -1.08186 -3.69532 -6.45266  -0.10
H -0.49244 -3.09023 -6.00248  0.04
H -0.72939 -3.75783 -7.34041  0.02

Results
* calculated total energy: -4497.2401 Ha
* net charge: -5
* Kohn-Sham gap: 0.0505 hartree
* relative energy (zero: lowest compared OMol25 entry of this formula, charge and spin): 74.46 kcal per mole